1.
ORCA calculation (ωB97M-V/def2-TZVPD) on a cluster of 2 separate species, C10H26BO5PS in total at a distorted geometry.

XYZ file:
```
44
Properties=species:S:1:pos:R:3:mulliken_charge:R:1
S -3.581 -1.954 3.381 -0.425
P -3.022 -0.195 2.724 0.144
O 2.833 1.210 4.268 -0.407
O -0.220 -1.467 -4.693 -0.278
O -2.059 0.841 -3.876 -0.451
O -0.691 1.179 3.599 -0.339
O -0.705 -0.419 -1.475 -0.358
C -2.092 -0.166 -1.625 -0.453
C -2.521 -0.229 -3.073 -0.449
C 4.034 0.853 3.594 -0.271
C -0.565 -2.518 -5.566 -0.776
C 4.558 -0.502 4.064 -1.043
C 0.486 0.937 4.385 -0.551
C -0.083 0.383 -0.497 -0.674
C 1.678 1.168 3.478 -0.299
C -0.304 -0.182 -5.282 -0.560
C -0.697 0.867 -4.269 -0.304
B -1.847 0.633 4.022 0.486
H -0.384 1.432 -0.589 0.369
H -0.317 0.022 0.512 0.184
H -2.353 0.817 -1.216 0.381
H 0.224 -2.701 -6.304 0.323
H 3.864 0.836 2.517 0.275
H -0.698 -3.414 -4.963 0.234
H 1.518 2.116 2.954 0.255
H -3.610 -0.133 -3.083 0.401
H 4.121 -0.741 5.029 0.301
H -1.031 -0.180 -6.102 0.344
H -2.277 -1.198 -3.512 0.164
H -2.394 -0.234 1.470 -0.058
H 4.766 1.636 3.779 0.390
H -2.154 0.651 5.174 -0.068
H -0.029 0.843 -3.406 0.099
H 0.516 -0.087 4.751 0.332
H -0.572 1.838 -4.754 0.402
H 0.993 0.318 -0.649 0.305
H 4.318 -1.292 3.359 0.280
H 0.682 0.085 -5.687 0.390
H -1.504 -2.308 -6.090 0.346
H -4.109 0.685 2.549 0.057
H 0.534 1.595 5.252 0.291
H 5.637 -0.458 4.186 0.326
H -2.646 -0.934 -1.069 0.366
H 1.704 0.370 2.732 0.319
```

Calculated values
Orbital gap (eV): 8.4
SMILES: CCOCCOB[PH2]=S.COCCOCCOC
HOMO level (eV): -8.5
E_LUMO (eV): -0.06

2.
ORCA calculation (ωB97M-V/def2-TZVPD) on a structure of composition C10H26ClGaINOP.

XYZ file:
```
42
Properties=species:S:1:pos:R:3:mulliken_charge:R:1
I -1.321 3.322 -4.888 -0.109
Ga -1.229 0.483 -2.902 0.274
Cl -2.579 -0.979 -3.991 -0.490
P 0.217 -0.947 -1.671 0.062
O 1.400 0.145 -1.075 -0.545
N -0.641 0.149 3.763 0.121
C -0.262 1.502 -4.381 -0.585
C 2.062 1.788 -5.416 -1.377
C -1.325 0.861 2.689 -0.835
C 0.742 -0.226 3.487 -0.720
C 1.222 1.815 -4.138 -0.187
C -0.869 -1.389 5.689 -1.427
C -1.713 0.062 1.446 -0.425
C 0.996 -1.480 2.642 -0.546
C 1.180 -1.740 -3.037 -0.962
C -1.453 -0.883 4.379 -0.338
H -1.577 -2.060 6.178 0.434
H 1.743 2.580 -6.102 0.300
H 2.141 -2.087 -2.647 0.302
H 1.061 1.046 -1.112 0.297
H 0.601 -2.616 -3.344 0.374
H 2.051 -1.755 2.711 0.382
H -0.367 0.929 -5.305 0.504
H -2.433 -0.437 4.574 0.449
H 1.252 -0.346 4.448 0.346
H 0.057 -1.946 5.534 0.282
H 1.628 1.096 -3.418 0.076
H -0.842 -0.234 0.868 -0.270
H 1.212 0.634 3.004 0.333
H -1.637 -1.743 3.716 0.268
H -2.340 0.666 0.788 0.452
H -2.223 1.314 3.123 0.361
H 0.763 -1.337 1.589 -0.036
H 0.413 -2.330 3.003 0.233
H 1.361 -1.112 -3.915 0.163
H -0.677 1.690 2.392 0.362
H -2.272 -0.842 1.696 0.259
H 1.942 0.830 -5.933 0.333
H -0.657 -0.556 6.361 0.332
H -2.079 1.410 -1.929 -0.273
H 3.127 1.923 -5.204 0.369
H 1.320 2.802 -3.671 0.458
```

Calculated values
Orbital gap (eV): 6.8
HOMO level (eV): -4.2
Net charge: -1
E_LUMO (eV): 2.68

3.
ORCA calculation (ωB97M-V/def2-TZVPD) on a structure of composition C10H26ClHoINO3P2 at a distorted geometry.

XYZ file:
```
45
Properties=species:S:1:pos:R:3:mulliken_charge:R:1
Ho -0.020 -0.523 -0.137 -0.059
I -0.128 -2.533 1.994 -0.354
Cl -0.028 -2.080 -2.181 -0.390
P -2.657 -0.397 -0.593 1.095
P 2.624 -0.423 -0.590 1.111
O -0.456 2.699 2.870 -0.645
O -0.035 1.318 1.128 -0.205
O 0.011 2.409 -1.582 -0.132
N -0.373 0.503 4.296 -0.129
C 3.178 -2.120 -0.237 -1.177
C -3.232 -2.085 -0.232 -1.159
C 0.049 1.705 2.362 0.543
C 0.721 0.768 3.330 -0.369
C 3.280 0.628 0.732 -1.204
C -0.003 1.011 -3.653 -0.490
C -3.291 0.659 0.735 -1.161
C -3.397 0.136 -2.151 -1.193
C 3.371 0.100 -2.150 -1.210
C -0.001 1.469 -2.311 0.774
H -3.101 1.167 -2.387 0.332
H 2.972 1.667 0.561 0.342
H -2.954 1.692 0.580 0.353
H -3.117 -2.326 0.829 0.320
H 2.519 -2.806 -0.784 0.344
H 4.210 -2.289 -0.553 0.414
H 0.002 1.770 -4.469 0.400
H -4.488 0.077 -2.095 0.439
H -1.160 0.042 3.810 0.186
H 3.003 -0.530 -2.971 0.312
H -4.383 0.622 0.766 0.467
H -3.033 -0.497 -2.971 0.306
H 4.463 0.031 -2.097 0.441
H 2.884 0.339 1.715 0.178
H -0.891 0.364 -3.780 0.166
H -4.266 -2.243 -0.544 0.414
H 1.046 -0.160 2.872 0.029
H 3.088 1.133 -2.390 0.340
H 4.371 0.565 0.756 0.470
H 3.067 -2.365 0.825 0.344
H 0.876 0.352 -3.779 0.163
H -0.690 1.430 4.645 0.411
H 1.545 1.259 3.834 0.303
H -2.897 0.341 1.711 0.152
H -2.582 -2.780 -0.777 0.347
H -0.093 -0.100 5.062 0.382
```

Calculated values
Orbital gap (spin up / spin down) (eV): 4.8 / 4.8
2S+1: 5
ΔE to the lowest compared entry with this formula, charge and spin (kcal/mol): 6.6
HOMO level (spin up / spin down) (eV): -15.0 / -15.0
Net charge: +2
E_LUMO (spin up / spin down) (eV): -10.21 / -10.18

4.
ORCA calculation (ωB97M-V/def2-TZVPD) on a cluster of 2 separate species, C10H26N3 in total at a distorted geometry.

XYZ file:
```
39
Properties=species:S:1:pos:R:3:mulliken_charge:R:1
N 3.278 -0.283 -0.028 0.034
N 1.025 -0.074 -0.649 -0.322
N -1.615 0.454 -0.613 -0.301
C -0.759 2.637 -0.613 -1.149
C -2.298 -1.012 1.490 -1.457
C -1.978 -1.910 -0.812 -1.674
C 2.007 0.018 0.229 1.333
C 3.631 -0.454 -1.411 -0.942
C -1.830 1.736 0.052 -0.609
C -3.897 -0.690 -0.451 -1.538
C 4.409 -0.306 0.974 -1.102
C -2.384 -0.675 -0.034 0.995
C 1.754 0.646 1.568 -1.363
H -1.311 -0.803 2.064 0.165
H 5.031 0.487 0.872 0.453
H -2.181 -1.689 -1.799 0.522
H -0.030 0.010 -0.372 0.137
H -2.382 -2.841 -0.405 0.475
H -4.402 0.119 0.214 0.367
H -2.785 2.034 -0.125 0.506
H -1.126 3.037 -1.607 0.355
H 1.139 -0.763 -1.399 0.259
H 0.803 1.176 1.420 0.121
H 5.004 -1.243 0.823 0.304
H 2.697 1.303 1.914 0.442
H -1.889 0.409 -1.570 0.345
H -3.082 -0.481 1.983 0.462
H -0.750 3.496 -0.046 0.478
H -4.380 -1.587 -0.172 0.485
H -4.095 -0.363 -1.541 0.313
H 2.718 -0.403 -2.097 0.296
H 0.303 2.210 -0.578 0.170
H 4.307 0.417 -1.677 0.345
H -0.829 -2.150 -0.730 0.237
H -2.369 -2.027 1.665 0.422
H 1.704 -0.246 2.172 0.454
H 4.196 -1.456 -1.705 0.296
H -1.575 1.398 1.128 0.305
H 3.943 -0.132 1.864 0.382
```

Calculated values
Orbital gap (eV): 10.2
ΔE to the lowest compared entry with this formula, charge and spin (kcal/mol): 0.0
HOMO level (eV): -12.6
Net charge: +1
E_LUMO (eV): -2.41

5.
ORCA calculation (ωB97M-V/def2-TZVPD) on the molecule C10H26O2Si2 at a distorted geometry.

XYZ file:
```
40
Properties=species:S:1:pos:R:3:mulliken_charge:R:1
Si 3.522 0.592 -0.084 0.537
Si -3.605 -0.441 -0.109 0.492
O 2.678 0.143 1.317 -0.485
O -2.372 -1.051 0.846 -0.294
C 1.462 0.653 1.811 -0.668
C -1.225 -1.722 0.302 -0.415
C 5.397 0.561 0.180 -1.081
C -4.165 -1.824 -1.163 -0.930
C 0.067 -1.322 0.974 -0.745
C 3.208 2.417 -0.542 -1.065
C -2.748 0.788 -1.232 -1.068
C 0.365 0.188 0.856 -0.143
C 2.865 -0.472 -1.461 -0.988
C -4.931 0.236 1.029 -1.129
H 0.106 -1.556 2.091 0.372
H 3.064 -1.489 -1.285 0.334
H -3.339 -2.173 -1.860 0.270
H -3.558 1.370 -1.648 0.424
H -1.440 -2.799 0.487 0.282
H 0.542 0.441 -0.144 0.244
H 1.511 1.752 1.789 0.279
H -4.750 0.232 2.135 0.300
H -4.395 -2.545 -0.327 0.219
H -5.840 -0.397 0.966 0.317
H 5.664 -0.485 0.382 0.285
H 4.030 2.559 -1.288 0.327
H 3.324 -0.140 -2.379 0.383
H -5.103 -1.672 -1.760 0.367
H 1.756 -0.471 -1.488 0.225
H 3.350 3.165 0.237 0.346
H 2.219 2.586 -1.007 0.320
H 0.917 -1.845 0.657 0.330
H -5.115 1.234 0.673 0.345
H -0.550 0.763 1.019 0.152
H 1.188 0.395 2.859 0.393
H -2.170 1.460 -0.567 0.233
H 5.513 1.082 1.107 0.301
H 5.890 1.182 -0.568 0.335
H -1.163 -1.734 -0.823 0.281
H -2.168 0.339 -1.981 0.322
```

Calculated values
Orbital gap (eV): 10.4
ΔE to the lowest compared entry with this formula, charge and spin (kcal/mol): 20.2
SMILES: C[Si](C)(C)OCCCCO[Si](C)(C)C
HOMO level (eV): -9.6
E_LUMO (eV): 0.80

6.
ORCA calculation (ωB97M-V/def2-TZVPD) on a cluster of 2 separate species, C10H26O3P2 in total at a distorted geometry.

XYZ file:
```
41
Properties=species:S:1:pos:R:3:mulliken_charge:R:1
P -1.940 -0.671 -0.264 0.512
P -2.105 -2.940 -0.244 -0.056
O 2.423 1.442 -2.178 -0.538
O 1.416 2.083 -0.301 -0.302
O 0.876 -0.207 4.122 -0.483
C -1.044 -0.733 1.374 -1.418
C 2.265 -0.029 3.863 -0.427
C -0.453 3.088 -1.584 -0.826
C 2.257 1.343 -1.015 0.798
C -0.321 -3.471 -0.156 -0.610
C -1.720 1.224 -0.425 -1.010
C 2.970 0.304 -0.206 -0.815
C -2.517 -3.324 -2.008 -1.147
C -0.914 1.632 -1.660 -0.889
C 0.939 3.263 -0.957 -0.614
H -1.170 3.611 -0.968 0.385
H -1.283 -1.654 1.884 0.584
H -2.700 1.678 -0.548 0.445
H -2.415 -4.387 -2.180 0.380
H 2.781 0.338 4.754 0.330
H 2.689 0.360 0.836 -0.079
H 2.680 -0.995 3.587 0.230
H -1.600 1.567 -2.497 0.469
H 2.417 0.675 3.040 0.084
H -1.442 0.057 1.992 0.478
H 4.034 0.381 -0.339 0.406
H -0.104 -3.942 0.788 0.322
H 0.021 -0.599 1.261 0.271
H 0.325 -2.598 -0.241 -0.091
H 2.605 -0.645 -0.569 0.224
H 0.515 0.652 4.365 0.279
H 1.649 3.671 -1.656 0.384
H -1.341 -0.808 -1.573 -0.086
H -1.272 1.688 0.447 0.414
H -3.357 -0.570 -0.233 -0.002
H -3.518 -3.008 -2.243 0.370
H -1.806 -2.839 -2.676 0.349
H 0.836 4.001 -0.175 0.353
H -0.114 0.933 -1.869 0.501
H -0.503 3.547 -2.562 0.429
H -0.057 -4.119 -0.981 0.399
```

Calculated values
Orbital gap (eV): 7.5
ΔE to the lowest compared entry with this formula, charge and spin (kcal/mol): 6.4
SMILES: CC(=O)OCCCC[PH2](C)P(C)C.CO
HOMO level (eV): -7.0
E_LUMO (eV): 0.58

7.
ORCA calculation (ωB97M-V/def2-TZVPD) on a cluster of 2 separate species, C10H26O7P2 in total at a distorted geometry.

XYZ file:
```
45
Properties=species:S:1:pos:R:3:mulliken_charge:R:1
P -0.273 4.614 2.128 0.232
P -1.587 -1.951 -1.656 1.017
O -0.947 -0.815 -2.641 -0.334
O -2.099 -1.112 -0.548 -0.769
O -0.232 -2.650 -1.079 -0.245
O -0.492 2.298 3.518 -0.420
O 2.622 2.487 3.835 -0.346
O -1.879 -2.976 -2.864 -0.341
O -0.982 4.358 0.855 -0.597
C -0.890 -4.939 -0.509 -0.967
C 0.300 -3.340 -4.000 -0.896
C -0.341 -3.609 -0.024 -0.325
C 1.591 3.451 3.843 -0.854
C 0.467 3.090 2.847 0.507
C -1.167 -2.996 -4.111 -0.186
C -1.403 0.543 -2.604 -0.438
C 3.537 2.690 2.778 -0.698
C -0.424 1.410 -1.845 -0.976
C -0.525 0.957 3.033 -0.720
H 0.665 -3.748 0.371 0.317
H 0.449 -4.244 -3.410 0.157
H 0.866 -2.538 -3.531 0.264
H 0.872 2.519 2.006 0.248
H -1.121 0.933 2.117 0.341
H -2.400 0.609 -2.171 0.378
H -0.959 -3.205 0.782 0.290
H 0.711 -3.502 -4.998 0.401
H -0.313 -5.312 -1.355 0.184
H -1.926 -4.841 -0.841 0.273
H 0.513 1.495 -2.399 0.308
H 0.480 0.558 2.876 0.292
H -1.665 -3.767 -4.702 0.350
H 3.060 2.833 1.804 0.309
H -1.478 0.884 -3.639 0.320
H 4.161 1.797 2.728 0.248
H -0.859 -5.679 0.291 0.408
H -0.177 0.979 -0.875 0.148
H -1.136 5.150 3.110 0.077
H -0.826 2.412 -1.690 0.428
H -1.316 -2.062 -4.648 0.229
H 0.815 5.493 1.916 0.048
H 4.213 3.522 3.008 0.278
H 1.146 3.414 4.838 0.356
H -1.011 0.317 3.768 0.269
H 1.959 4.474 3.687 0.437
```

Calculated values
Orbital gap (eV): 9.9
SMILES: COC[C@@H](OC)[PH2]=O.CCOP(=O)(OCC)OCC
HOMO level (eV): -9.3
E_LUMO (eV): 0.59

8.
ORCA calculation (ωB97M-V/def2-TZVPD) on a structure of composition C10H27B2N2O8S.

XYZ file:
```
50
Properties=species:S:1:pos:R:3:mulliken_charge:R:1
S -1.080 1.142 -2.002 0.994
O -1.984 2.109 -2.493 -0.588
O 0.860 -4.065 -4.223 -0.576
O -1.050 0.855 -0.595 -0.383
O -1.422 -3.516 -4.056 -0.555
O 0.380 1.455 -2.502 -0.374
O 0.453 1.295 5.517 -0.484
O 2.646 1.361 -4.078 -0.554
O -1.217 -0.194 -2.819 -0.495
N -0.050 -1.942 -1.740 -0.483
N -1.769 1.520 3.498 -0.024
C -0.901 1.190 5.905 -0.568
C -0.431 1.634 2.823 -0.884
C 1.111 0.208 -2.438 -0.352
C -2.711 0.856 2.542 -0.965
C -2.284 2.885 3.806 -0.947
C 0.065 -0.932 -2.778 1.338
C 3.585 -0.821 -3.115 -0.365
C -1.719 0.667 4.744 -0.518
C 3.318 -2.016 -2.198 -0.882
C 0.199 -1.547 -4.179 -1.138
B -0.112 -3.110 -4.125 0.600
B 2.478 0.285 -3.259 0.276
H 0.023 0.649 2.775 0.352
H -0.535 -1.073 -4.832 0.237
H -2.752 0.559 5.075 0.375
H 4.128 -2.743 -2.237 0.359
H -2.771 1.460 1.640 0.432
H 1.408 0.065 -1.389 0.290
H 1.754 -3.721 -4.266 0.322
H -1.030 0.453 6.705 0.387
H -3.249 2.798 4.299 0.362
H 4.489 -0.302 -2.763 0.372
H -3.689 0.769 3.010 0.393
H 0.668 -1.848 -1.034 0.256
H -1.584 -4.160 -3.365 0.308
H -2.392 3.430 2.871 0.415
H 3.219 -1.697 -1.156 0.260
H -2.322 -0.128 2.294 0.404
H 3.454 1.869 -3.977 0.321
H -1.293 2.143 6.271 0.370
H 2.397 -2.542 -2.460 0.092
H -1.574 3.400 4.447 0.393
H 1.187 -1.344 -4.604 0.188
H -0.607 2.010 1.817 0.434
H 0.971 1.644 6.251 0.315
H -0.953 -1.867 -1.291 0.247
H 0.197 2.312 3.385 0.338
H -1.348 -0.307 4.427 0.405
H 3.841 -1.147 -4.129 0.302
```

Calculated values
Orbital gap (eV): 10.0
ΔE to the lowest compared entry with this formula, charge and spin (kcal/mol): 0.0
HOMO level (eV): -12.4
Net charge: +1
E_LUMO (eV): -2.46

| no. | energy (Eh) |
| --- | --- |
| 1 | -1537.1223 |
| 2 | -3550.7433 |
| 3 | -3065.2811 |
| 4 | -560.5653 |
| 5 | -1126.1686 |
| 6 | -1304.9327 |
| 7 | -1606.0052 |
| 8 | -1556.4564 |